# C5H11NO

The molecule C5H11NO (the ωB97M-V functional and the def2-TZVPD basis, the Open Molecules 2025 dataset).

```
18
Properties=species:S:1:pos:R:3:lowdin_charge:R:1
C 2.842 0.236 -0.197 -0.077
N 1.460 0.176 -0.612 0.006
C 0.466 0.185 0.329 -0.483
O 0.687 0.267 1.530 0.052
C -0.943 0.020 -0.247 -0.353
C -1.408 -1.435 -0.027 -0.063
C -1.904 0.998 0.428 -0.072
H 3.270 1.236 -0.333 0.084
H 3.445 -0.505 -0.732 0.082
H 2.831 0.003 0.868 0.081
H 1.225 0.285 -1.587 0.132
H -0.942 0.205 -1.323 0.124
H -1.574 -1.611 1.041 0.085
H -0.670 -2.168 -0.378 0.081
H -2.352 -1.620 -0.553 0.078
H -2.915 0.870 0.026 0.079
H -1.926 0.824 1.508 0.083
H -1.593 2.034 0.260 0.083
```

energy: -327.12709 Eh
HOMO energy: -9.61 eV
gap between HOMO and LUMO: 10.515 eV
LUMO level: 0.903 eV
SMILES string: CNC(=O)C(C)C
ΔE to the lowest compared entry with this formula, charge and spin: 0.116 eV
multiplicity: 1

=====

# C38H69BrFIN8O3Sb

A structure of composition C38H69BrFIN8O3Sb in a non-equilibrium geometry (the ωB97M-V functional and the def2-TZVPD basis, the Open Molecules 2025 dataset).

```
122
Properties=species:S:1:pos:R:3:lowdin_charge:R:1
C 0.469 -4.515 -2.967 -0.118
C -0.124 -5.130 -1.708 -0.262
C -1.625 -5.334 -1.688 -0.207
C -2.490 -4.024 -1.678 -0.201
C -3.246 -3.783 -2.979 -0.198
C -2.304 -3.121 -3.970 -0.232
C -2.949 -1.998 -4.772 -0.281
C -3.212 -0.721 -3.935 -0.282
Sb -1.904 1.054 -4.298 1.503
F -1.222 0.821 -2.403 -0.442
C -2.687 1.176 -6.338 -0.294
C -1.997 1.910 -7.502 -0.265
C -0.473 2.003 -7.630 -0.242
C 0.041 3.451 -7.818 -0.096
C -0.168 -0.213 -4.846 -0.284
C 1.122 0.163 -4.137 -0.368
C 2.397 -0.282 -4.888 -0.582
Br 3.155 -1.905 -4.107 0.601
C -3.596 2.280 -3.423 -0.266
O -3.496 2.503 -1.998 -0.206
C -3.082 3.822 -1.709 -0.232
C -3.232 4.136 -0.244 -0.213
O -2.333 3.364 0.492 -0.132
C -2.421 3.652 1.863 -0.276
C -1.298 2.898 2.568 -0.065
C -0.646 2.906 -4.405 -0.311
C -1.261 4.186 -4.760 -0.894
O -2.096 4.436 -5.488 0.040
I -0.356 5.976 -3.753 0.595
H -0.015 -4.867 -3.854 0.061
H 0.451 -3.443 -2.908 0.039
H 1.509 -4.800 -3.036 0.056
H 0.313 -6.116 -1.624 0.092
H 0.228 -4.599 -0.842 0.102
H -1.832 -5.869 -0.758 0.056
H -1.949 -6.000 -2.473 0.100
H -3.199 -4.125 -0.885 0.053
H -1.883 -3.172 -1.409 0.086
H -3.584 -4.759 -3.278 0.099
H -4.105 -3.176 -2.734 0.102
H -1.890 -3.864 -4.632 0.103
H -1.518 -2.683 -3.391 0.071
H -2.342 -1.850 -5.649 0.074
H -3.895 -2.375 -5.141 0.096
H -3.222 -0.962 -2.885 0.027
H -4.224 -0.418 -4.151 0.035
H -3.683 1.583 -6.249 0.048
H -2.864 0.162 -6.652 0.032
H -2.404 2.899 -7.597 0.074
H -2.350 1.440 -8.408 0.090
H 0.125 1.573 -6.846 0.062
H -0.168 1.502 -8.532 0.088
H 0.585 3.746 -6.938 0.047
H 0.763 3.495 -8.611 0.057
H -0.754 4.150 -7.999 0.063
H -0.341 -1.228 -4.538 0.036
H -0.071 -0.286 -5.919 0.042
H 1.245 1.208 -3.891 0.076
H 1.133 -0.360 -3.205 0.062
H 2.138 -0.476 -5.909 0.042
H 3.139 0.481 -4.784 0.039
H -3.737 3.215 -3.956 0.046
H -4.519 1.734 -3.519 0.051
H -2.021 3.895 -1.924 0.087
H -3.599 4.559 -2.316 0.120
H -2.966 5.182 -0.120 0.124
H -4.264 3.935 0.022 0.128
H -3.347 3.250 2.251 0.113
H -2.318 4.711 2.061 0.112
H -1.038 2.012 2.016 0.064
H -0.423 3.504 2.721 0.058
H -1.676 2.581 3.526 0.055
H -0.244 3.034 -3.416 0.027
H 0.242 2.805 -5.006 0.048
C 2.536 2.430 4.724 -0.075
C 1.217 2.193 5.283 -0.290
N 0.197 2.011 5.730 0.136
H 3.220 2.724 5.513 0.054
H 2.901 1.516 4.260 0.072
H 2.492 3.217 3.976 0.083
C 4.450 -0.166 7.439 -0.041
C 5.023 0.744 6.459 -0.281
N 5.468 1.459 5.708 0.146
H 5.154 -0.966 7.655 0.055
H 4.229 0.369 8.359 0.090
H 3.531 -0.595 7.047 0.066
C -1.802 -0.627 8.270 -0.061
C -0.425 -0.808 8.711 -0.294
N 0.641 -0.954 9.052 0.126
H -1.835 0.088 7.450 0.078
H -2.204 -1.579 7.931 0.081
H -2.407 -0.256 9.093 0.081
C -4.567 -3.778 2.302 -0.062
C -3.621 -4.628 1.638 -0.277
N -2.901 -5.290 1.108 0.169
H -5.482 -3.701 1.717 0.090
H -4.810 -4.147 3.296 0.085
H -4.096 -2.814 2.321 0.006
C -2.123 -0.518 -0.007 -0.052
C -2.694 -0.742 1.318 -0.249
N -3.163 -0.973 2.323 0.122
H -2.917 -0.456 -0.747 0.075
H -1.556 0.405 -0.020 0.067
H -1.464 -1.344 -0.267 0.075
C 8.555 -0.892 7.708 -0.068
C 7.699 -1.717 8.547 -0.303
N 7.013 -2.342 9.189 0.131
H 8.043 -0.652 6.779 0.076
H 8.798 0.033 8.227 0.077
H 9.476 -1.423 7.480 0.083
C 1.558 -3.374 6.006 -0.061
C 2.134 -2.465 5.027 -0.294
N 2.590 -1.747 4.285 0.140
H 2.258 -4.178 6.217 0.083
H 1.343 -2.835 6.927 0.057
H 0.635 -3.797 5.615 0.084
C 8.444 3.890 5.123 -0.067
C 9.356 3.045 5.878 -0.295
N 10.071 2.397 6.462 0.125
H 8.190 4.773 5.703 0.082
H 8.920 4.197 4.195 0.082
H 7.532 3.340 4.894 0.061
```

energy: -5364.76043 Eh
HOMO energy: -4.53 eV
gap between HOMO and LUMO: 6.318 eV
LUMO level: 1.785 eV
net charge: -1
ΔE to the lowest compared entry with this formula, charge and spin: 0.000 eV
multiplicity: 1

=====

What did the first record say?
# C5H11NO

The molecule C5H11NO (the ωB97M-V functional and the def2-TZVPD basis, the Open Molecules 2025 dataset).

```
18
Properties=species:S:1:pos:R:3:lowdin_charge:R:1
C 2.842 0.236 -0.197 -0.077
N 1.460 0.176 -0.612 0.006
C 0.466 0.185 0.329 -0.483
O 0.687 0.267 1.530 0.052
C -0.943 0.020 -0.247 -0.353
C -1.408 -1.435 -0.027 -0.063
C -1.904 0.998 0.428 -0.072
H 3.270 1.236 -0.333 0.084
H 3.445 -0.505 -0.732 0.082
H 2.831 0.003 0.868 0.081
H 1.225 0.285 -1.587 0.132
H -0.942 0.205 -1.323 0.124
H -1.574 -1.611 1.041 0.085
H -0.670 -2.168 -0.378 0.081
H -2.352 -1.620 -0.553 0.078
H -2.915 0.870 0.026 0.079
H -1.926 0.824 1.508 0.083
H -1.593 2.034 0.260 0.083
```

energy: -327.12709 Eh
HOMO energy: -9.61 eV
gap between HOMO and LUMO: 10.515 eV
LUMO level: 0.903 eV
SMILES string: CNC(=O)C(C)C
ΔE to the lowest compared entry with this formula, charge and spin: 0.116 eV
multiplicity: 1